Below is a cluster of 3 separate species, C11H23ClNO10S3 in total, with properties calculated with wB97M-V/def2-TZVPD.

Cartesian coordinates (Å):
O1 0.42002 -5.55331 -6.04978
O2 -0.52847 -0.20102 -1.81244
H1 -0.77154 5.85433 4.96504
H2 -0.14892 4.57285 6.04186
O3 -0.59146 4.13287 2.82369
C1 -1.13175 -1.42157 -1.50791
H3 -3.32750 1.52408 0.60758
H4 1.38536 0.10731 3.68797
O4 -1.72704 -1.52638 -0.47870
S1 0.89487 4.71624 2.81768
S2 0.95166 -4.28689 -5.70654
H5 -2.73607 -0.14148 0.82865
Cl1 -0.59368 -0.59610 4.70575
H6 -0.67889 2.83044 4.40014
N1 -2.53153 1.22758 2.50421
O5 1.63170 -4.34252 -4.25631
O6 1.00744 4.94125 4.38485
C2 3.04984 -4.55783 -4.38951
H7 0.83203 -1.28628 1.87544
O7 0.88878 5.94686 2.11861
H8 -0.79981 1.77033 -2.02872
C3 0.37257 0.54975 0.91456
O8 2.29100 -4.06017 -6.52503
H9 -1.47191 -3.32843 -2.33061
C4 -1.21461 0.94622 -1.44984
H10 4.30428 -4.15015 -6.13694
H11 3.53688 -4.16925 -3.49994
S3 -1.04247 1.51433 0.31208
H12 -2.29351 0.86908 -1.61767
H13 3.46622 -2.71833 -5.47729
H14 -3.44372 1.51214 2.84237
C5 -0.89518 -2.43470 -2.56422
C6 -0.29181 4.87666 5.00938
C7 0.33872 0.16944 3.39002
O9 0.13318 -3.12424 -5.73700
C8 -1.00985 3.84174 4.16611
H15 -0.86965 -0.93320 1.94358
H16 3.24228 -5.62620 -4.48906
H17 -2.09305 3.90795 4.20196
H18 1.06665 1.32703 1.25190
H19 -1.14711 -2.04467 -3.55203
O10 1.79360 3.67595 2.44806
H20 0.05670 1.22337 3.37402
C9 -2.57867 0.90183 1.10808
H21 0.16842 -2.69657 -2.58535
C10 0.11814 -0.47179 2.02566
C11 3.40084 -3.79271 -5.65179
H22 0.80083 0.08434 0.02425
H23 -2.23378 0.43981 3.07317

Properties
- total charge = +1
- HOMO energy (eV) = -13.36
- orbital gap (eV) = 10.88



Below is a structure of composition C11H23ClNO2P2Pd, with properties calculated with wB97M-V/def2-TZVPD.

Cartesian coordinates (Å):
C1 -3.11154 0.60843 0.79286
C2 2.99965 2.98442 -0.99851
Cl1 -1.03745 -2.19218 -0.22805
P1 -1.37993 1.08756 0.85326
N1 1.06375 1.66955 -0.58807
H1 -3.66556 1.18830 1.54336
H2 0.57442 -1.26904 -3.56915
C3 2.64087 -2.46957 -1.23523
H3 4.07103 2.98907 -1.20279
P2 1.87515 -0.89122 -1.57618
H4 1.48316 0.27468 -3.65325
C4 2.24465 4.14539 -0.83348
C5 -0.94183 1.55420 2.53899
H5 -3.15863 -0.46025 1.03267
H6 -2.06732 0.33373 -2.62969
C6 0.88125 4.05892 -0.62431
H7 1.81944 -3.15692 -0.99967
H8 -3.55683 0.78662 -0.19709
O1 -2.53542 1.84302 -2.41895
H9 3.30970 -2.37399 -0.37638
C7 0.28015 2.79418 -0.38271
C8 3.09297 0.43740 -1.25101
H10 -1.64520 2.32953 2.87123
C9 2.34626 1.74307 -0.96132
H11 3.73638 0.55137 -2.14393
H12 3.70885 0.09891 -0.39534
H13 2.72868 5.11931 -0.87915
H14 -1.20118 -0.90301 -1.61659
H15 2.33596 -1.28656 -3.88494
Pd1 0.23008 -0.19154 -0.15218
O2 -1.67383 -0.59788 -2.63970
H16 -2.25462 2.37434 -3.19101
H17 -2.01408 2.18918 -1.65934
H18 -2.41107 -1.21842 -2.78352
H19 -1.73517 3.44340 0.07420
C10 1.53152 -0.77583 -3.34439
H20 3.18955 -2.80793 -2.12227
C11 -1.07353 2.57801 -0.02909
H21 -1.00923 0.64405 3.15686
H22 0.23630 4.92443 -0.50215
H23 0.08154 1.95186 2.53172

Properties
- total charge = +1
- HOMO energy (alpha / beta) (eV) = -8.39 / -11.21
- orbital gap (alpha / beta) (eV) = 5.71 / 5.93
- spin multiplicity = 3



Below is a structure of composition C11H23ClNO2P2Pm, with properties calculated with wB97M-V/def2-TZVPD.

Cartesian coordinates (Å):
C1 -3.50171 -0.30125 0.25289
H1 3.64916 -0.29766 2.29178
C2 -1.96997 3.40650 -1.16814
H2 -3.98309 -1.26992 -2.46267
P1 -2.14995 -0.65321 -0.94967
H3 -1.93503 5.35238 -0.25306
H4 2.01353 3.38995 1.30090
C3 -1.50152 4.36008 -0.29683
C4 1.39816 2.47591 1.25216
H5 -4.42315 -0.14546 -0.32655
Pm1 0.54695 -0.37569 -1.16388
C5 -1.43306 2.10409 -1.15991
C6 3.23848 0.71771 2.32138
O1 4.12087 0.18810 -3.20458
C7 -2.95834 -1.63725 -2.31159
H6 4.16702 -0.10087 -2.28562
H7 4.52725 1.39252 -0.46085
H8 -0.00850 4.73138 1.21599
H9 3.39755 2.70425 -0.80743
H10 -0.76520 0.57543 -3.90857
H11 4.06541 1.41505 2.52388
H12 -3.22810 0.62029 0.78680
H13 -3.60158 -1.13527 0.95669
H14 0.51892 -2.51757 -0.81222
C8 3.78251 2.05634 -0.01806
C9 -2.10564 0.96026 -1.67809
N1 -0.23788 1.84711 -0.49568
O2 0.01217 0.06812 -3.55740
H15 5.00191 0.39299 -3.44060
C10 -0.41861 4.03785 0.50161
H16 4.26671 2.67189 0.74841
H17 -2.98044 -2.68867 -1.98900
C11 0.20681 2.79363 0.37793
H18 0.61938 0.20263 -4.29668
P2 2.43360 1.05002 0.69826
H19 -2.85754 1.17205 -2.47974
H20 1.03385 2.26581 2.27719
H21 -2.81567 3.59858 -1.82087
Cl1 1.59479 -3.11089 -0.23063
H22 2.51953 0.78541 3.14877
H23 -2.38399 -1.56656 -3.24843

Properties
- total charge = +2
- HOMO energy (alpha / beta) (eV) = -13.16 / -13.39
- orbital gap (alpha / beta) (eV) = 5.31 / 5.84
- spin multiplicity = 5



no.,largest force on an atom (eV Å⁻¹)
1,0.5
2,1.9
3,3.1